No. 1
Computed, not measured: 2 unconnected molecules or ions with the total composition C8H14N2O4S at a distorted geometry, with ωB97M-V with the def2-TZVPD basis set.

## Properties
Gap between HOMO and LUMO (alpha / beta) ... 7.357 / 6.929 eV
HOMO energy (alpha / beta) ... -9.21 / -8.94 eV
LUMO energy (alpha / beta) ... -1.85 / -2.01 eV

```
29
C8H14N2O4S | the Open Molecules 2025 dataset | ωB97M-V with the def2-TZVPD basis set
S 2.4484 0.4250 0.1936
H 0.3082 0.7400 -3.4529
H 1.2519 1.1410 -1.9474
O -1.7660 2.1677 0.9714
H -3.1163 -0.5162 -0.2857
H -2.4686 0.4751 1.8840
N 0.8949 -0.9671 -1.2199
O 3.5489 -0.3689 0.6959
C -1.1191 -0.2474 -0.5934
C -2.6756 1.1895 0.9324
H 0.7526 0.2136 1.9240
C -2.5101 0.3590 -0.3602
O -1.3935 -1.9804 1.1174
C 0.2432 1.0274 -2.3461
H -3.0001 0.9527 -1.2734
H -3.6660 1.5772 1.0097
O 2.7272 1.6774 -0.6030
C -0.7807 -1.4336 0.2224
H 1.2036 2.0721 1.7398
H -0.2855 1.9255 -2.3368
C 1.5610 1.0264 1.7732
H 2.2322 0.9231 2.4913
C -0.0781 0.0291 -1.3873
C 1.3443 -2.9188 -0.0226
H 1.9304 -2.8526 0.9116
H 2.0625 -2.9006 -0.8264
N 0.4990 -1.8071 -0.2447
H -0.8432 1.8546 0.9281
H 0.6947 -3.7837 0.1052
```

Atomic partial charges in e from the Mulliken method, atoms 1 to 6: S 1.1280; H 0.2586; H 0.3079; O -0.5119; H 0.3811; H 0.2263



No. 2
Computed, not measured: 2 unconnected molecules or ions with the total composition C8H14N2O5 at a distorted geometry, with ωB97M-V with the def2-TZVPD basis set.

## Properties
Gap between HOMO and LUMO ... 10.091 eV
HOMO energy ... -9.88 eV
LUMO energy ... 0.21 eV

```
29
C8H14N2O5 | the Open Molecules 2025 dataset | ωB97M-V with the def2-TZVPD basis set
H 2.8661 2.2896 0.8749
H -0.9846 -0.9604 1.4019
O 1.0518 -1.6074 -1.3746
H 4.3952 1.5044 -0.1574
H -1.6398 1.1175 0.0120
O 1.9501 -0.5593 1.8296
H -1.4631 0.8052 -1.8207
H 4.1571 -0.9539 2.0460
H -4.2069 1.2123 -1.1223
C -0.9737 -0.9213 -0.7463
H 0.6357 1.3551 0.0487
O 4.1178 -0.5484 1.1084
H 3.0694 2.3502 -0.8425
C -3.7753 0.2970 0.7474
H 2.9069 -0.0679 -1.3021
C -3.4589 0.3758 -0.7324
H -3.6778 -0.5450 -1.2056
N -1.2350 -1.7121 0.4756
C 2.7584 -0.3661 0.9360
C 0.4429 -0.6477 -0.8350
N 1.0813 0.4148 -0.3849
O -4.4160 1.1853 1.3898
O -3.4385 -1.0297 1.2405
H -2.7154 -1.5627 0.6859
H -0.0636 -2.5795 0.4615
C 3.2759 1.7993 -0.0267
C -1.8409 0.5292 -0.8495
C 2.5663 0.4238 -0.3026
H -1.3856 -1.5980 -1.5555
```

Atomic partial charges in e from the Mulliken method, atoms 1 to 6: H 0.3691; H 0.3949; O -0.6934; H 0.3119; H 0.4343; O -0.5538



No. 3
Computed, not measured: a molecular structure, C8H14N2PSn at a distorted geometry, with ωB97M-V with the def2-TZVPD basis set.

## Properties
Gap between HOMO and LUMO (alpha / beta) ... 6.504 / 6.505 eV
HOMO energy (alpha / beta) ... -10.54 / -10.54 eV
Charge ... +1
LUMO energy (alpha / beta) ... -4.03 / -4.03 eV

```
26
C8H14N2PSn | the Open Molecules 2025 dataset | ωB97M-V with the def2-TZVPD basis set
H -1.6309 -1.2393 3.8140
H 1.6446 1.2821 3.7944
C 0.4210 -0.1280 -3.9144
C -0.5681 -1.1541 4.0911
H -1.1186 3.3399 -2.3784
C -0.7624 -0.9060 -3.9982
Sn -0.3994 0.2408 -1.1255
H 2.4311 -0.5838 -2.9600
H -1.6590 3.0699 -0.1022
H 0.0204 2.0136 3.7218
C 0.1782 -0.1696 2.0311
H 0.4498 0.9327 5.0992
P -0.6470 2.8614 -1.1014
H -1.2834 -2.9062 -3.1394
H 1.2622 -2.9184 -2.2452
C 0.7845 -2.1112 -2.7941
N 0.4040 -0.3600 0.8750
C 0.5818 1.1169 4.0285
N 0.0849 -0.0800 3.3168
H 0.5932 3.4794 -0.7139
H -1.6803 -0.6206 -4.5133
H -0.4686 -0.8955 5.1500
H -0.0811 -2.1185 3.8800
C -0.5602 -2.1056 -3.2719
C 1.3998 -0.8780 -3.1546
H 0.6035 0.8381 -4.3893
```

Atomic partial charges in e from the Mulliken method, atoms 1 to 6: H 0.3187; H 0.3259; C -0.6387; C -0.7715; H 0.2102; C -0.4592



No. 4
Computed, not measured: 2 unconnected molecules or ions with the total composition C8H14N2S at a distorted geometry, with ωB97M-V with the def2-TZVPD basis set.

## Properties
Gap between HOMO and LUMO ... 7.598 eV
HOMO energy ... -7.44 eV
LUMO energy ... 0.16 eV

```
25
C8H14N2S | the Open Molecules 2025 dataset | ωB97M-V with the def2-TZVPD basis set
S 2.4038 2.3243 -0.6772
C 1.1674 3.3273 -0.8788
H -0.7163 2.7134 0.0103
H 1.9412 -2.8048 -0.8418
H -0.2847 0.2481 -1.9876
C 1.2250 -2.0194 -1.0653
C -1.1833 1.7673 0.4165
N 0.1570 3.9146 -0.9068
H 0.4400 1.9674 2.5420
H 1.8236 -0.8753 0.6451
C 0.6249 0.9886 2.1107
C -0.8863 -0.0551 -1.1252
H 1.6675 -1.3438 -1.7903
H 0.3429 -2.4822 -1.4980
C 0.8994 -1.2744 0.2201
C -1.8880 1.0378 -0.7346
H -2.0928 1.7063 -1.5671
H -2.8325 0.6024 -0.4024
H 0.3206 0.2192 2.8228
H -1.8368 2.0847 1.2264
H 1.6938 0.8813 1.9386
C -0.1335 0.8466 0.8482
H -1.3667 -1.0095 -1.3435
N -0.0194 -0.1742 0.0346
H 0.4610 -1.9704 0.9485
```

Atomic partial charges in e from the Mulliken method, atoms 1 to 6: S -0.4712; C 0.3036; H 0.0847; H 0.4122; H 0.3350; C -1.3803



No. 5
Computed, not measured: a single C8H14N2S molecule at a distorted geometry, with ωB97M-V with the def2-TZVPD basis set.

## Properties
Gap between HOMO and LUMO ... 8.056 eV
SMILES string ... CC1=NN2CCCC[C@]2(C)S1
HOMO energy ... -7.19 eV
LUMO energy ... 0.87 eV

```
25
C8H14N2S | the Open Molecules 2025 dataset | ωB97M-V with the def2-TZVPD basis set
C 0.0331 1.7198 -1.5625
H 2.8167 0.5688 1.5813
S -2.0483 1.1588 0.3434
N -1.4625 -1.2307 -0.4076
C -0.3223 0.9096 -0.2451
C 2.0596 0.4346 0.8113
N -0.3436 -0.5668 -0.5268
C 0.9005 -1.2539 -0.7738
H -0.3314 1.1347 -2.4673
C -3.8475 -1.0196 0.1696
H 0.2464 0.6900 1.8351
C 0.7163 1.1236 0.9062
H 1.1403 1.8852 -1.4602
C -2.4830 -0.5905 -0.0013
H 1.3875 -0.9234 -1.6298
H 2.7456 -1.6450 0.3516
H -4.5444 -0.1373 0.4378
H -0.6389 2.6477 -1.6009
H 2.6902 1.0303 0.0649
H 1.1272 -1.3096 1.3954
H 0.7149 -2.2813 -1.1793
H -4.2170 -1.5207 -0.7488
C 1.8081 -1.0744 0.4564
H 0.7377 2.2449 0.9908
H -3.9273 -1.7560 1.0976
```

Atomic partial charges in e from the Mulliken method, atoms 1 to 6: C -1.1966; H 0.3805; S -0.2648; N -1.1358; C 0.6523; C -0.6674



No. 6
Computed, not measured: a gas-phase ion, C8H14N3 (charge +1) at a distorted geometry, with ωB97M-V with the def2-TZVPD basis set.

## Properties
Gap between HOMO and LUMO ... 7.561 eV
SMILES string ... C=NN(C)C(=C)[N+]1=CCCC1
HOMO energy ... -12.15 eV
Charge ... +1
LUMO energy ... -4.59 eV

```
25
C8H14N3 | the Open Molecules 2025 dataset | ωB97M-V with the def2-TZVPD basis set
H 2.4880 1.7723 0.6322
N -0.0714 1.5762 -0.1598
H -1.4907 -3.2106 -0.8748
H -3.1221 1.8382 0.6703
H 1.3413 2.5710 -1.3529
C -0.9832 -2.6473 -0.0568
N -1.3536 1.4908 0.1676
H 2.7819 0.0941 0.8387
H -1.5583 -2.4644 0.8174
C 0.5047 2.8375 -0.7625
C 0.8234 0.6215 0.2395
H 0.8624 3.4843 -0.0482
C -2.3094 2.3067 0.0428
C 0.4128 -3.1125 0.5385
H 1.6833 -1.6646 1.7578
C 2.0892 0.8084 0.6417
C -0.6935 -1.2582 -0.5063
H -0.1850 3.2884 -1.4019
H 0.1840 -3.6944 1.4444
C 0.9280 -1.7823 1.0182
H -2.3197 3.2355 -0.4249
N 0.4046 -0.7580 0.3845
H -1.6490 -0.7450 -0.4346
H -0.3215 -1.3115 -1.5772
H 1.1929 -3.5646 -0.1303
```

Atomic partial charges in e from the Mulliken method, atoms 1 to 6: H 0.3258; N 0.4954; H 0.3591; H 0.2257; H 0.4647; C -0.7867



Relative energy (zero: lowest compared OMol25 entry of this formula, charge and spin) for every record listed, in sequence, given in kJ/mol: 190.2 590.5 0.0 100.9 253.2 454.4.
Calculated total energy for every record listed, in sequence, given in eV: -30523.85685 -21736.47979 -26613.29197 -22337.82286 -22336.24485 -12983.20048.